No. 1
167
Properties=species:S:1:pos:R:3 method="wB97M-V/def2-TZVPD" homo_energy_ev=-8.3 smiles="C=C[C@]1([C@@H](F)CC)OS(=O)(=O)[C@H](Cl)[C@](CCC(C)C)(CON=O)[C@H]1CCCCCCOC.CCCC#N.CCCC#N.CCCC#N.CCCC#N.CCCC#N.CCCC#N.CCCC#N.CCCC#N" fmax_ha_per_bohr=0.1425 total_energy_ha=-4016.6144 charge=0 e_lumo_ev=-0.090
C -2.47 -1.73 -0.81
C -1.61 -0.68 -1.19
C -1.67 -0.04 -2.67
C -1.36 1.48 -2.40
F -0.96 2.21 -3.58
C -2.44 2.25 -1.53
C -2.88 3.67 -2.11
O -3.07 -0.15 -3.03
S -3.42 0.40 -4.55
O -4.73 -0.24 -4.94
O -3.67 1.88 -4.64
C -2.00 -0.15 -5.61
Cl -2.41 -0.32 -7.36
C -1.25 -1.43 -4.95
C -0.24 -1.95 -6.03
C 1.01 -2.82 -5.66
C 0.89 -3.94 -4.55
C 0.39 -5.29 -5.29
C 2.39 -4.29 -4.07
C -2.26 -2.64 -4.67
O -3.35 -2.71 -5.62
N -3.52 -3.98 -6.11
O -3.38 -3.94 -7.29
C -0.63 -0.85 -3.57
C 0.82 -0.24 -3.67
C 1.91 -1.13 -2.88
C 2.21 -0.40 -1.47
C 3.70 -0.78 -0.98
C 3.76 -0.88 0.60
C 3.23 -2.29 1.12
O 2.58 -2.13 2.40
C 1.15 -2.29 2.28
H -3.20 -1.50 0.03
H -2.44 -2.71 -1.35
H -0.82 -0.26 -0.50
H -0.41 1.49 -1.77
H -1.98 2.47 -0.52
H -3.38 1.67 -1.33
H -3.84 3.59 -2.70
H -2.07 4.23 -2.64
H -3.15 4.30 -1.20
H -1.23 0.68 -5.55
H -0.84 -2.53 -6.81
H 0.15 -1.05 -6.61
H 1.87 -2.12 -5.40
H 1.36 -3.34 -6.61
H 0.19 -3.73 -3.69
H 0.82 -6.14 -4.66
H 0.86 -5.41 -6.31
H -0.72 -5.42 -5.26
H 2.31 -4.75 -3.03
H 3.05 -3.37 -4.06
H 2.78 -5.07 -4.79
H -2.73 -2.57 -3.63
H -1.76 -3.65 -4.69
H -0.48 -1.83 -3.00
H 1.23 -0.17 -4.73
H 0.97 0.79 -3.25
H 1.55 -2.15 -2.61
H 2.91 -1.13 -3.43
H 1.49 -0.77 -0.68
H 2.19 0.72 -1.55
H 4.43 -0.03 -1.41
H 3.93 -1.80 -1.42
H 4.85 -0.78 0.89
H 3.21 -0.05 1.14
H 4.12 -2.98 1.28
H 2.56 -2.78 0.34
H 0.95 -3.38 2.05
H 0.76 -1.64 1.43
H 0.67 -1.97 3.24
C -3.64 -1.16 3.96
C -2.17 -1.25 3.57
C -1.56 0.12 3.26
C -2.27 0.76 2.11
N -2.83 1.25 1.22
H -4.25 -0.76 3.15
H -4.03 -2.15 4.20
H -3.78 -0.52 4.84
H -2.07 -1.90 2.70
H -1.62 -1.71 4.39
H -0.50 0.01 3.00
H -1.62 0.78 4.13
C -2.96 4.57 4.29
C -1.72 4.73 5.18
C -0.45 5.00 4.37
C -0.18 3.85 3.45
N 0.03 2.96 2.74
H -2.87 3.71 3.63
H -3.85 4.42 4.91
H -3.12 5.46 3.68
H -1.60 3.83 5.78
H -1.89 5.56 5.87
H 0.40 5.12 5.05
H -0.55 5.91 3.78
C 2.50 1.46 4.26
C 3.37 1.12 5.46
C 2.68 1.44 6.79
C 2.38 2.90 6.86
N 2.14 4.03 6.91
H 2.28 2.53 4.21
H 3.02 1.20 3.33
H 1.56 0.92 4.29
H 4.31 1.67 5.39
H 3.62 0.06 5.43
H 3.33 1.17 7.63
H 1.75 0.87 6.89
C 3.88 1.43 12.60
C 4.19 2.34 11.42
C 2.96 2.63 10.56
C 2.42 1.36 9.99
N 1.98 0.35 9.56
H 3.54 0.44 12.27
H 4.78 1.27 13.21
H 3.11 1.87 13.25
H 4.97 1.87 10.81
H 4.60 3.28 11.79
H 3.23 3.30 9.73
H 2.19 3.12 11.15
C -6.11 -6.32 -1.29
C -5.67 -5.05 -0.58
C -4.66 -4.23 -1.38
C -3.42 -5.04 -1.62
N -2.46 -5.66 -1.80
H -5.27 -7.00 -1.45
H -6.85 -6.85 -0.69
H -6.55 -6.09 -2.26
H -5.24 -5.31 0.40
H -6.55 -4.43 -0.38
H -4.39 -3.32 -0.84
H -5.08 -3.93 -2.34
C -1.35 2.70 -8.92
C -0.28 3.75 -9.13
C 1.10 3.14 -9.41
C 1.52 2.30 -8.25
N 1.85 1.64 -7.35
H -1.14 2.08 -8.05
H -2.32 3.17 -8.76
H -1.44 2.05 -9.80
H -0.23 4.39 -8.24
H -0.56 4.39 -9.97
H 1.84 3.93 -9.56
H 1.07 2.52 -10.31
C 3.78 -5.27 3.92
C 3.57 -5.15 5.43
C 2.11 -5.35 5.84
C 1.25 -4.31 5.19
N 0.59 -3.50 4.69
H 3.23 -4.50 3.38
H 4.84 -5.15 3.68
H 3.45 -6.25 3.55
H 3.92 -4.17 5.76
H 4.18 -5.90 5.94
H 2.00 -5.27 6.92
H 1.75 -6.34 5.54
C 0.61 8.66 -3.12
C 1.18 7.24 -3.17
C 0.10 6.16 -3.12
C -0.67 6.28 -1.84
N -1.27 6.38 -0.84
H 0.08 8.84 -2.19
H 1.42 9.39 -3.19
H -0.08 8.83 -3.95
H 1.88 7.11 -2.34
H 1.76 7.12 -4.09
H 0.56 5.17 -3.17
H -0.58 6.26 -3.96



No. 2
58
Properties=species:S:1:pos:R:3 method="wB97M-V/def2-TZVPD" homo_energy_ev=-8.0 smiles="O=C(/C=C/c1ccc(S(=O)(=O)N2CCOCC2)cc1)N1CCN(c2ccccc2)CC1" fmax_ha_per_bohr=0.0208 total_energy_ha=-1756.0167 de_lowest_ev=3.387 charge=0 e_lumo_ev=-0.173
O 3.89 1.44 1.05
C 2.97 0.83 1.59
C 1.74 0.52 0.82
C 0.54 1.02 1.13
C -0.69 0.87 0.35
C -0.78 0.01 -0.74
C -1.97 -0.10 -1.45
C -3.06 0.66 -1.07
S -4.56 0.52 -2.02
O -5.58 1.32 -1.39
O -4.85 -0.87 -2.27
N -4.04 1.18 -3.47
C -4.62 0.63 -4.68
C -5.98 1.26 -4.96
O -5.88 2.67 -5.04
C -5.39 3.21 -3.83
C -4.01 2.63 -3.48
C -2.99 1.52 0.01
C -1.81 1.62 0.72
N 3.03 0.44 2.89
C 2.07 -0.43 3.53
C 2.82 -1.60 4.21
N 4.08 -1.83 3.53
C 4.00 -2.37 2.23
C 3.27 -3.54 2.04
C 3.18 -4.13 0.79
C 3.84 -3.57 -0.30
C 4.58 -2.42 -0.11
C 4.67 -1.82 1.13
C 4.98 -0.73 3.80
C 4.26 0.63 3.63
H 1.92 -0.02 -0.09
H 0.43 1.62 2.03
H 0.06 -0.59 -1.03
H -2.06 -0.77 -2.29
H -4.72 -0.44 -4.52
H -3.93 0.83 -5.51
H -6.38 0.94 -5.92
H -6.68 0.98 -4.16
H -5.34 4.29 -3.97
H -6.08 2.98 -3.00
H -3.70 2.97 -2.49
H -3.28 2.95 -4.23
H -3.87 2.08 0.28
H -1.75 2.29 1.56
H 1.38 -0.82 2.78
H 1.49 0.13 4.28
H 3.05 -1.36 5.25
H 2.20 -2.49 4.20
H 2.77 -4.01 2.87
H 2.61 -5.03 0.67
H 3.77 -4.03 -1.27
H 5.10 -1.97 -0.95
H 5.24 -0.91 1.22
H 5.85 -0.80 3.17
H 5.31 -0.83 4.84
H 4.01 1.07 4.60
H 4.87 1.34 3.07



No. 3
89
Properties=species:S:1:pos:R:3 method="wB97M-V/def2-TZVPD" multiplicity=2 homo_energy_ev="-2.5 / -3.5" fmax_ha_per_bohr=0.0806 total_energy_ha=-3255.3602 charge=-1 e_lumo_ev="2.113 / 2.113"
Ti 0.50 0.21 0.63
P 0.06 0.54 -2.17
Cl 1.40 2.27 0.35
C -1.57 -0.08 -0.39
H -2.62 -0.18 -0.79
H -1.72 0.99 0.02
C 1.92 0.77 -2.56
C -0.75 2.18 -2.53
C 2.39 0.77 -4.02
H 2.10 1.77 -2.14
C 3.87 1.17 -4.10
H 2.28 -0.22 -4.46
H 1.81 1.46 -4.64
C 4.78 0.31 -3.23
H 4.21 1.13 -5.14
H 3.98 2.22 -3.79
C 4.24 0.11 -1.81
H 4.90 -0.67 -3.70
H 5.79 0.75 -3.17
C 2.74 -0.25 -1.76
H 4.82 -0.66 -1.29
H 4.39 1.03 -1.23
H 2.60 -1.25 -2.19
H 2.43 -0.29 -0.69
C -0.59 -0.55 -3.61
C -2.25 2.02 -2.85
H -0.68 2.63 -1.52
C -2.94 3.39 -2.75
H -2.42 1.62 -3.87
H -2.70 1.32 -2.14
C -2.27 4.47 -3.63
H -4.00 3.30 -3.04
H -2.91 3.72 -1.70
C -0.74 4.52 -3.49
H -2.52 4.27 -4.68
H -2.68 5.46 -3.38
C -0.06 3.14 -3.51
H -0.32 5.14 -4.29
H -0.48 5.01 -2.55
H -0.07 2.75 -4.54
H 1.00 3.26 -3.23
C 0.13 -1.91 -3.72
H -1.64 -0.75 -3.32
C -0.58 -2.87 -4.70
H 1.17 -1.77 -4.05
H 0.19 -2.39 -2.74
C -0.82 -2.23 -6.08
H 0.01 -3.79 -4.80
H -1.56 -3.14 -4.26
C -1.37 -0.81 -6.03
H 0.13 -2.23 -6.62
H -1.49 -2.87 -6.66
C -0.62 0.07 -5.02
H -1.31 -0.35 -7.03
H -2.42 -0.85 -5.74
H 0.40 0.23 -5.38
H -1.08 1.06 -5.01
C -0.01 -1.96 -0.16
C -1.52 -1.72 -0.42
H 0.64 -1.88 -1.03
C -2.48 -2.50 0.50
H -1.85 -1.91 -1.51
C -1.86 -2.93 1.83
H -3.41 -1.90 0.62
H -2.82 -3.43 -0.02
C -0.59 -3.69 1.71
H -1.73 -2.02 2.42
H -2.57 -3.60 2.31
C 0.48 -3.02 0.79
H -0.13 -3.84 2.68
H -0.75 -4.71 1.34
H 1.30 -2.60 1.41
H 0.97 -3.85 0.21
O 1.55 -0.29 2.20
C 0.56 -0.11 3.04
O -0.54 0.10 2.42
C 0.57 -0.10 4.53
C -0.69 0.13 5.10
C -0.83 0.26 6.47
C 0.30 0.05 7.27
C 1.56 -0.25 6.71
C 1.69 -0.38 5.35
N 0.13 0.10 8.68
O -0.99 0.32 9.16
O 1.15 -0.08 9.41
H -1.57 0.20 4.48
H -1.79 0.51 6.91
H 2.42 -0.37 7.40
H 2.63 -0.70 4.89



No. 4
140
Properties=species:S:1:pos:R:3 method="wB97M-V/def2-TZVPD" homo_energy_ev=-4.7 fmax_ha_per_bohr=0.0281 total_energy_ha=-2401.7068 charge=-1 e_lumo_ev=1.987
C -2.25 -3.95 3.84
C -2.58 -4.29 2.39
C -2.08 -5.69 2.03
C -1.28 -5.79 0.74
C -0.06 -4.86 0.59
C -0.20 -3.96 -0.62
C 0.98 -3.01 -0.87
C 1.43 -3.02 -2.34
C 0.30 -2.73 -3.34
C 0.27 -1.32 -3.96
C -1.04 -0.57 -3.75
C -1.42 -0.50 -2.26
C -1.67 0.94 -1.80
C -0.36 1.64 -1.44
C 0.26 1.23 -0.09
B 0.56 2.47 0.99
C 0.55 1.77 2.50
C 1.61 0.67 2.67
C 2.05 3.09 0.62
C 2.65 4.16 1.53
C 3.43 3.69 2.75
C 4.58 2.70 2.45
C -0.63 3.62 0.99
C -2.00 3.00 1.12
O -2.59 3.25 2.44
C -3.91 3.05 2.57
C -4.58 1.95 1.77
O -4.58 3.71 3.36
H -2.70 -3.01 4.15
H -2.63 -4.73 4.49
H -1.18 -3.91 3.98
H -2.16 -3.54 1.73
H -3.67 -4.25 2.31
H -2.94 -6.35 1.92
H -1.51 -6.09 2.87
H -0.92 -6.82 0.68
H -1.96 -5.66 -0.10
H 0.05 -4.24 1.47
H 0.83 -5.47 0.50
H -0.36 -4.54 -1.52
H -1.10 -3.35 -0.48
H 0.73 -2.00 -0.57
H 1.84 -3.29 -0.26
H 1.89 -3.99 -2.54
H 2.20 -2.26 -2.47
H -0.65 -2.95 -2.88
H 0.42 -3.41 -4.18
H 0.42 -1.44 -5.03
H 1.11 -0.71 -3.61
H -1.79 -1.01 -4.38
H -0.90 0.45 -4.11
H -0.63 -0.93 -1.67
H -2.31 -1.09 -2.06
H -2.35 0.88 -0.95
H -2.21 1.47 -2.59
H -0.46 2.72 -1.53
H 0.34 1.33 -2.22
H -0.33 0.45 0.39
H 1.22 0.76 -0.31
H -0.43 1.28 2.60
H 0.60 2.52 3.29
H 2.07 0.71 3.66
H 1.16 -0.31 2.55
H 2.42 0.77 1.95
H 1.94 3.56 -0.36
H 2.76 2.28 0.46
H 3.33 4.78 0.93
H 1.86 4.83 1.88
H 2.78 3.26 3.50
H 3.88 4.56 3.22
H 5.54 3.13 2.70
H 4.46 1.80 3.04
H 4.62 2.42 1.40
H -0.56 4.25 0.11
H -0.47 4.29 1.83
H -2.67 3.38 0.35
H -1.90 1.93 1.04
H -5.33 2.42 1.13
H -5.09 1.31 2.47
H -3.91 1.36 1.17
C -3.65 8.71 5.49
C -2.95 8.33 4.20
O -2.67 9.17 3.36
N -2.64 7.02 4.04
C -2.91 5.92 4.95
H -3.83 9.78 5.47
H -4.61 8.19 5.57
H -3.04 8.47 6.35
H -2.17 6.81 3.17
H -1.97 5.44 5.24
H -3.54 5.19 4.44
H -3.42 6.28 5.83
C 3.67 8.25 -2.38
C 3.00 7.13 -1.62
O 3.34 5.97 -1.76
N 1.99 7.46 -0.77
C 1.47 8.78 -0.49
H 4.44 7.82 -3.01
H 2.95 8.78 -3.01
H 4.13 8.97 -1.69
H 1.59 6.67 -0.29
H 1.58 9.02 0.57
H 0.41 8.83 -0.74
H 1.99 9.53 -1.07
C -1.51 -10.02 1.48
C -2.82 -9.60 2.09
O -2.89 -8.76 2.96
N -3.95 -10.19 1.60
C -4.07 -11.19 0.56
H -0.71 -9.46 1.96
H -1.33 -11.08 1.63
H -1.49 -9.80 0.41
H -4.80 -9.86 2.05
H -4.68 -10.82 -0.26
H -4.53 -12.10 0.96
H -3.09 -11.45 0.17
C -1.02 1.70 -6.97
C -1.16 0.29 -7.51
O -1.59 -0.62 -6.83
N -0.77 0.07 -8.80
C -0.24 1.03 -9.75
H -1.36 1.71 -5.94
H 0.02 2.02 -7.00
H -1.63 2.39 -7.55
H -0.89 -0.88 -9.10
H -0.89 1.10 -10.63
H 0.75 0.73 -10.08
H -0.17 2.01 -9.30
C 5.05 -3.93 -0.69
C 4.67 -4.64 0.59
O 3.53 -5.01 0.80
N 5.65 -4.84 1.51
C 7.05 -4.46 1.43
H 4.16 -3.84 -1.31
H 5.42 -2.93 -0.49
H 5.81 -4.49 -1.24
H 5.33 -5.31 2.34
H 7.69 -5.34 1.50
H 7.30 -3.78 2.24
H 7.25 -3.96 0.49